# C33H60ClF3N2O10S

A molecular structure, C33H60ClF3N2O10S (wB97M-V/def2-TZVPD, the Open Molecules 2025 dataset).

The calculation puts the electronic energy at -3313.0635 a.u.

Geometry as XYZ:
```
110
Properties=species:S:1:pos:R:3:forces:R:3
C 4.11430 5.96464 -2.04861 -0.6 -0.2 0.5
C 3.86987 4.44494 -1.67434 -0.5 0.0 -0.1
C 3.31757 3.57183 -2.90936 0.2 0.6 0.5
C 2.11563 2.68271 -2.46201 -0.8 -1.5 0.6
C 2.19705 1.57230 -1.50942 -1.0 1.6 -1.4
C 3.61795 1.19950 -0.91574 -0.6 -0.9 -0.6
C 4.67685 0.85046 -2.06513 0.2 -1.2 0.4
C 5.16669 -0.66739 -1.92855 -0.8 1.2 0.2
Cl 6.21680 1.85945 -1.90288 -0.9 -0.3 -0.2
C 0.93405 0.79706 -1.10526 -1.7 1.1 -1.1
C 1.04330 -0.35340 -0.05297 0.9 0.2 -0.1
C 1.54182 0.09820 1.37595 -0.6 -0.4 0.2
C 0.50970 0.95888 2.17850 1.2 0.3 1.1
F 0.02749 2.05330 1.49601 0.2 -1.6 0.7
F -0.53616 0.23140 2.70704 1.1 1.1 -1.1
F 1.19521 1.48245 3.28575 -1.1 -0.6 -1.4
C -0.39465 1.08546 -1.67150 2.6 0.5 0.5
C -1.67223 0.26901 -1.29386 0.3 0.5 -0.1
C -3.02879 1.05454 -1.41988 -0.3 -0.4 -1.0
O -3.96695 0.49740 -1.93197 0.6 0.8 0.6
O -3.12999 2.36651 -0.99398 1.0 -1.7 0.5
C -0.45050 2.19372 -2.67186 0.8 1.8 -1.6
N -1.50640 2.68205 -3.40117 0.7 -0.4 0.6
S -1.07137 3.95741 -4.35087 1.7 -1.9 2.0
N 0.55440 4.01942 -3.96716 -1.1 -1.8 1.2
C 0.77127 3.01142 -3.06521 0.4 -0.7 0.9
H 3.73993 6.58596 -1.18574 0.6 -0.4 -0.9
H 5.19719 6.19350 -2.22671 -1.1 -0.2 0.0
H 3.48445 6.25977 -2.93450 0.8 -0.3 0.8
H 3.05452 4.38737 -0.89336 0.9 0.2 -0.7
H 4.79881 4.01471 -1.22131 -0.9 0.3 -0.5
H 4.14793 2.98886 -3.40783 -1.0 0.6 0.6
H 2.95913 4.33373 -3.66075 0.1 -1.1 0.7
H 3.51429 0.23774 -0.32920 0.1 1.1 -0.6
H 4.00369 1.96476 -0.19425 -0.3 -0.5 -0.9
H 4.22328 0.98993 -3.08146 0.7 0.2 1.0
H 6.09100 -0.85632 -2.53314 -1.0 0.1 0.6
H 4.30708 -1.28921 -2.30348 0.9 0.3 0.5
H 5.33935 -0.81250 -0.82020 0.0 -0.3 -1.3
H 0.09960 -0.93990 0.09079 0.8 0.7 -0.4
H 1.80602 -1.09596 -0.44459 -0.8 0.7 0.5
H 1.72045 -0.84578 1.97408 -0.3 1.1 -0.4
H 2.51067 0.65702 1.38890 -1.0 -0.3 -0.2
H -1.74262 -0.60472 -2.00410 -0.2 0.9 0.8
H -1.64587 -0.14819 -0.24181 0.1 0.6 -1.2
H -2.33530 2.54013 -0.44487 -0.5 0.2 -0.4
C -7.23154 4.42090 3.11444 0.0 -0.2 0.0
O -6.55924 3.42394 2.35760 0.0 0.3 -0.1
C -6.25483 3.85140 1.03279 0.2 -0.4 0.2
C -4.81042 4.31181 0.91406 -0.3 0.5 -0.2
O -4.56884 5.47955 1.69388 0.0 -0.3 0.2
C -3.95484 5.18074 2.93892 0.1 0.2 -0.1
H -7.15473 4.15559 4.16893 0.0 0.0 0.0
H -6.79098 5.41026 2.97121 0.0 0.0 0.0
H -8.28891 4.44840 2.83173 0.0 0.1 0.0
H -6.94512 4.63826 0.71105 0.1 0.1 0.0
H -6.40191 2.98849 0.37676 0.0 0.0 0.0
H -4.61277 4.57868 -0.12817 0.0 -0.1 0.0
H -4.11835 3.51017 1.19025 -0.1 0.0 0.1
H -2.88408 5.00265 2.78906 0.0 -0.1 0.1
H -4.40709 4.31380 3.42412 0.0 0.0 0.0
H -4.07651 6.04657 3.59221 0.0 0.0 -0.1
C -7.03129 4.05781 8.93885 0.1 -0.1 0.1
O -5.69457 3.58214 9.00540 -0.1 0.1 -0.3
C -5.29064 2.91282 7.81548 0.3 0.1 0.3
C -4.47028 3.82198 6.91247 -0.3 -0.1 -0.3
O -5.24601 4.90987 6.42005 0.1 0.0 0.4
C -5.02546 6.10692 7.15340 -0.1 0.1 -0.2
H -7.16512 4.80274 9.72311 0.1 -0.1 0.0
H -7.25349 4.52187 7.97499 0.0 0.0 0.0
H -7.72651 3.23093 9.11382 -0.1 0.0 0.0
H -6.15950 2.51190 7.28305 0.0 0.1 0.0
H -4.66628 2.06793 8.12088 0.0 0.0 0.0
H -4.14274 3.24542 6.04128 0.0 0.0 0.0
H -3.57536 4.18543 7.42830 -0.1 0.0 0.1
H -4.08660 6.56917 6.83128 0.0 0.1 0.1
H -4.99736 5.93139 8.23042 0.0 -0.1 0.0
H -5.84552 6.79303 6.93367 0.1 -0.1 -0.1
C 3.95470 -6.44408 -4.78932 -0.1 -0.1 -0.1
O 3.51603 -5.68663 -5.90946 0.1 0.2 0.3
C 2.99006 -4.41737 -5.54077 0.1 -0.1 -0.5
C 4.01503 -3.30901 -5.73246 -0.1 0.1 0.5
O 5.12459 -3.46322 -4.85301 0.0 -0.2 -0.3
C 6.24402 -4.06119 -5.49334 0.1 0.1 0.2
H 4.60776 -7.23787 -5.15108 -0.1 0.0 -0.1
H 4.51143 -5.83365 -4.07401 0.0 0.0 0.0
H 3.09249 -6.89538 -4.28954 0.1 -0.1 0.1
H 2.62088 -4.43618 -4.50955 0.1 0.0 0.0
H 2.13728 -4.22218 -6.19793 0.0 0.0 0.0
H 3.54457 -2.35161 -5.48546 0.0 0.0 0.0
H 4.34919 -3.25812 -6.77381 0.0 -0.1 0.0
H 6.76689 -3.31250 -6.09711 0.0 -0.1 -0.1
H 5.95637 -4.90484 -6.12328 -0.1 0.0 0.0
H 6.92340 -4.42094 -4.71848 -0.1 0.1 0.0
C -0.00816 -10.39862 -0.85162 0.0 0.0 0.1
O 0.97310 -10.08954 0.12825 0.1 0.0 -0.3
C 2.29428 -10.39928 -0.30158 -0.1 0.3 0.4
C 3.02358 -9.16244 -0.80511 0.1 -0.3 -0.4
O 2.41774 -8.64006 -1.98328 -0.2 0.1 0.3
C 1.56517 -7.53658 -1.71266 0.1 0.0 -0.2
H -0.92386 -9.86708 -0.59330 0.0 0.0 0.1
H 0.30250 -10.09251 -1.85331 0.0 0.0 0.0
H -0.20970 -11.47417 -0.84566 0.0 0.0 -0.1
H 2.27881 -11.18358 -1.06551 0.0 0.1 0.0
H 2.82956 -10.79044 0.56873 0.0 0.0 0.0
H 4.04671 -9.44473 -1.07257 0.0 0.0 0.0
H 3.08136 -8.39565 -0.02549 -0.1 -0.1 0.0
H 2.16834 -6.63408 -1.56606 -0.1 0.1 0.1
H 0.93753 -7.70550 -0.83566 0.0 0.0 0.0
H 0.91875 -7.38772 -2.57979 0.1 0.0 0.0
```
Positions in Å, forces in eV/Å.

These are the Mulliken partial charges, in e, on atoms 1 to 6: number 1, C, carries -1.0882; number 2, C, carries -0.2316; number 3, C, carries -0.8170; number 4, C, carries 0.2815; number 5, C, carries 0.7905; number 6, C, carries -0.8597